1.
Here is a cluster of 21 separate species, C39H84O39 in total from the OMol25 dataset. Energies are from the ωB97M-V functional and the def2-TZVPD basis.

## Properties
- E_LUMO (Eh) = 0.0184
- HOMO energy (Eh) = -0.3578
- multiplicity = 1
- frontier orbital gap (eV) = 10.236
- net charge = 0

XYZ file:
```
162
Properties=species:S:1:pos:R:3:lowdin_charge:R:1
C 6.44811 0.65181 -2.16350 -0.17
O 5.92107 1.83549 -1.58419 -0.10
H 6.39737 0.77407 -3.21378 0.06
H 7.46813 0.40809 -1.90610 0.08
H 5.82168 -0.21400 -1.93872 0.07
H 5.91885 1.60142 -0.65919 0.04
C -0.43296 4.10836 -1.91398 -0.11
O 0.32301 3.55543 -3.00221 -0.16
H 0.01708 5.15912 -1.83807 0.11
H -1.45145 4.17352 -2.14661 0.04
H -0.26329 3.59538 -0.94022 0.07
H -0.26336 3.03091 -3.63443 0.06
C 0.41869 4.78909 2.14746 -0.15
O -0.44515 4.10896 3.00694 -0.15
H 0.19760 5.84248 1.92110 0.09
H 1.40276 4.64383 2.62200 0.08
H 0.48598 4.23961 1.21583 0.05
H -1.30096 4.58041 3.01231 0.03
C 2.92232 -3.25338 -1.81099 -0.12
O 1.94468 -4.26147 -1.52873 -0.11
H 2.83979 -3.00170 -2.85281 0.05
H 2.59649 -2.28034 -1.36996 0.08
H 3.92275 -3.62782 -1.46333 0.10
H 1.90945 -4.33434 -0.59375 0.03
C 2.94501 5.92580 -4.24434 -0.19
O 2.58221 5.36312 -3.00701 -0.16
H 2.48488 5.33344 -5.07133 0.08
H 2.71729 6.99060 -4.38257 0.07
H 4.05503 5.80164 -4.35069 0.08
H 1.69271 4.91303 -3.07640 0.04
C -3.47221 -0.76732 -3.22624 -0.13
O -2.66838 0.29427 -2.81239 -0.10
H -2.96367 -1.47944 -3.88905 0.08
H -3.72832 -1.39290 -2.41734 0.04
H -4.43508 -0.35527 -3.60265 0.11
H -1.94046 -0.06098 -2.29510 0.06
C -2.58355 3.07955 -4.44371 -0.15
O -1.48179 2.23832 -4.63830 -0.15
H -2.97027 3.15221 -3.43364 0.07
H -2.18021 4.08091 -4.73292 0.10
H -3.42906 2.78226 -5.10990 0.10
H -1.60548 1.46699 -4.05384 0.05
C -3.59618 6.21545 3.29834 -0.11
O -2.90570 4.94495 3.29331 -0.15
H -4.39596 6.24271 4.00970 0.07
H -2.90857 7.05934 3.53924 0.09
H -3.87414 6.52033 2.29625 0.07
H -3.49774 4.26286 2.93694 0.04
C 5.13916 1.01754 4.83684 -0.11
O 4.48272 0.62773 3.63908 -0.16
H 4.36471 1.13359 5.58166 0.06
H 5.74087 0.18982 5.20947 0.08
H 5.86804 1.81290 4.72582 0.08
H 3.63885 1.11519 3.57519 0.07
C 2.82204 -4.27706 -6.03753 -0.15
O 1.62989 -3.56499 -6.20690 -0.12
H 2.78486 -5.19643 -5.50362 0.07
H 3.33096 -4.41766 -7.00167 0.09
H 3.44090 -3.65339 -5.39393 0.08
H 0.93810 -4.03095 -6.68260 0.08
C -3.77565 2.96329 0.72977 -0.13
O -4.17610 2.91004 2.07602 -0.12
H -4.55887 3.25168 -0.03722 0.10
H -2.87129 3.53970 0.65670 0.07
H -3.48729 1.93285 0.39833 0.08
H -4.84042 2.28424 2.35362 0.06
C 6.48223 -0.61549 1.16854 -0.12
O 5.40198 0.07135 0.56257 -0.14
H 6.08572 -1.18902 2.01749 0.08
H 6.80206 -1.21411 0.37449 0.06
H 7.34169 0.00659 1.52660 0.10
H 4.83467 0.44461 1.23079 0.03
C -1.91512 -4.39281 2.26088 -0.12
C -1.48696 -4.87933 3.63108 -0.07
O -2.75797 -4.90320 4.30767 0.07
C -3.68524 -4.22142 3.61567 -0.56
O -4.74877 -3.96844 4.06557 0.16
O -3.24333 -3.91308 2.35111 0.05
H -1.95539 -5.16302 1.49414 0.14
H -1.28748 -3.61751 1.83485 0.10
H -0.83065 -4.26053 4.24111 0.12
H -1.09961 -5.87167 3.61311 0.12
C 0.37752 2.93604 5.50275 -0.09
C 0.50584 1.68916 4.60755 -0.08
O 1.57940 0.97120 5.23711 0.01
C 1.77794 1.44927 6.51417 -0.57
O 2.52692 1.06538 7.34848 0.16
O 0.88905 2.42593 6.73894 0.06
H -0.58422 3.29070 5.64582 0.11
H 1.08210 3.73823 5.19638 0.14
H 0.81841 2.06059 3.64669 0.11
H -0.36524 1.09506 4.60448 0.11
C -6.17768 -2.31631 1.76925 -0.12
C -5.49657 -1.46678 0.76509 -0.09
O -5.72680 -0.11522 1.20768 0.09
C -6.15033 -0.13065 2.44071 -0.60
O -6.39269 0.86325 3.04010 0.16
O -6.31226 -1.42594 2.88580 0.04
H -5.60563 -3.17960 2.04467 0.10
H -7.17968 -2.63544 1.38447 0.15
H -5.84896 -1.65682 -0.28499 0.16
H -4.44199 -1.58316 0.89133 0.12
C -0.34320 -1.24092 -7.62270 -0.11
C -0.91205 -0.17316 -6.63770 -0.06
O -2.21281 -0.82396 -6.34669 0.00
C -2.23179 -2.18159 -6.63669 -0.53
O -3.13660 -2.93595 -6.39138 0.14
O -1.08484 -2.44625 -7.36376 -0.01
H 0.74750 -1.49177 -7.55302 0.12
H -0.58616 -1.02271 -8.74875 0.15
H -1.02696 0.80402 -7.06705 0.12
H -0.38643 -0.22240 -5.69065 0.08
C 3.45420 1.74214 -3.42655 -0.07
C 3.03752 1.22797 -2.09877 -0.09
O 1.63714 0.92547 -2.29965 0.05
C 1.40839 0.74101 -3.56413 -0.61
O 0.41694 0.19166 -3.92561 0.13
O 2.47626 1.09744 -4.32806 0.07
H 4.40409 1.33781 -3.84153 0.13
H 3.45332 2.81058 -3.57397 0.12
H 3.04856 1.89335 -1.20754 0.15
H 3.50378 0.25108 -1.85620 0.13
C -0.22737 -3.08504 -3.71737 -0.11
C -0.91991 -4.47217 -3.57004 -0.09
O -1.85104 -4.28247 -2.50456 0.06
C -1.66416 -3.06340 -1.92191 -0.53
O -2.20137 -2.68099 -0.90983 0.12
O -0.66308 -2.36273 -2.55993 0.03
H -0.47886 -2.54146 -4.62594 0.10
H 0.84855 -3.15447 -3.71803 0.09
H -0.12127 -5.18230 -3.27508 0.13
H -1.54210 -4.79272 -4.50775 0.16
C -4.50343 -1.05833 5.35940 -0.08
C -3.36697 -1.65914 6.23225 -0.11
O -2.25640 -1.80682 5.37959 0.06
C -2.48893 -1.14743 4.20229 -0.48
O -1.67574 -1.04513 3.31775 0.13
O -3.77615 -0.61872 4.18829 0.03
H -5.03926 -0.21944 5.81207 0.14
H -5.23479 -1.73447 4.90178 0.10
H -3.63831 -2.59320 6.62624 0.11
H -3.14089 -1.07542 7.14371 0.14
C -0.44702 0.17113 0.27533 -0.01
C 0.10189 -1.18023 0.82624 -0.07
O 1.48647 -0.90387 1.13332 0.07
C 1.63122 0.42081 1.13929 -0.61
O 2.67235 0.87139 1.52734 0.12
O 0.59283 1.11877 0.72938 0.07
H -1.41772 0.44374 0.73599 0.14
H -0.32045 0.29379 -0.81403 0.12
H 0.07409 -2.02335 0.17924 0.10
H -0.39167 -1.38813 1.75042 0.08
C 3.55415 -2.19781 3.34637 -0.09
C 2.34880 -2.10720 4.26570 -0.07
O 1.25581 -2.79252 3.60596 0.07
C 1.77260 -3.42689 2.55340 -0.61
O 1.22181 -4.21397 1.85442 0.15
O 3.09772 -3.21248 2.43626 0.06
H 4.37632 -2.64139 3.89369 0.13
H 3.79888 -1.23020 2.88568 0.09
H 2.03444 -1.10948 4.42336 0.10
H 2.50864 -2.56280 5.22752 0.13
```



2.
Here is a structure of composition C39H87Br9 from the OMol25 dataset. Energies are from the ωB97M-V functional and the def2-TZVPD basis.

## Properties
- E_LUMO (Eh) = -0.0251
- HOMO energy (Eh) = -0.3805
- multiplicity = 1
- frontier orbital gap (eV) = 9.669
- energy relative to the best compared isomer or geometry (same formula, charge and spin) (kcal per mole) = 81.7
- net charge = 0

XYZ file:
```
135
Properties=species:S:1:pos:R:3:lowdin_charge:R:1
C 0.36923 1.63501 8.72094 -1.51
Br 0.73759 1.86685 6.75948 0.50
Br 0.73461 -0.19036 9.46064 0.52
Br -1.35190 2.43546 9.26052 0.53
H 1.05663 2.37806 9.12523 -0.05
C -3.06284 -1.56571 -6.21834 -1.42
Br -4.64363 -0.33755 -6.34872 0.48
Br -1.88839 -1.32729 -7.85881 0.48
Br -3.90189 -3.39124 -6.09690 0.48
H -2.47150 -1.38581 -5.32054 -0.02
C -8.07848 3.96287 4.71778 -1.48
Br -9.19959 5.65200 4.84837 0.47
Br -7.64182 3.30781 6.53923 0.52
Br -6.55756 4.37063 3.51021 0.51
H -8.65500 3.17506 4.23295 -0.03
C -7.63822 -14.20902 2.88028 -0.13
C -7.64748 -12.94805 2.06233 -0.29
C -8.25753 -11.70543 2.78283 -0.24
C -8.58892 -10.62960 1.74873 -0.22
C -9.28519 -9.33150 2.34654 -0.25
C -8.83109 -8.12833 1.58194 -0.15
H -8.67560 -14.47716 3.08041 0.07
H -7.03765 -14.11294 3.78481 0.08
H -7.31647 -15.02543 2.23372 0.07
H -6.60405 -12.74227 1.82363 0.10
H -8.20403 -13.06353 1.13225 0.10
H -7.47277 -11.25040 3.38714 0.11
H -9.02783 -12.06090 3.46723 0.11
H -7.60159 -10.51505 1.30135 0.11
H -9.29498 -11.12398 1.08154 0.10
H -10.35453 -9.38206 2.14141 0.10
H -8.96166 -9.32994 3.38742 0.10
H -7.75921 -7.96554 1.69457 0.07
H -9.11172 -8.17390 0.52967 0.08
H -9.32220 -7.25042 2.00168 0.07
C -5.28773 -1.18984 3.04624 -0.11
C -3.91841 -1.02091 3.73960 -0.23
C -2.84629 -0.43352 2.69514 -0.22
C -2.86435 -0.93415 1.26514 -0.26
C -1.66366 -0.36905 0.44798 -0.26
C -1.66783 1.15227 0.37490 -0.11
H -5.43235 -0.23370 2.54328 0.07
H -5.99984 -1.56631 3.78060 0.07
H -5.11678 -1.86963 2.21151 0.06
H -3.97138 -0.30105 4.55636 0.09
H -3.50578 -1.94257 4.14996 0.09
H -1.85679 -0.74338 3.03122 0.11
H -2.93463 0.64753 2.58742 0.09
H -2.69406 -2.01075 1.25839 0.11
H -3.83057 -0.70709 0.81460 0.10
H -0.75476 -0.76519 0.90083 0.10
H -1.75351 -0.87837 -0.51150 0.10
H -0.83611 1.56413 -0.19669 0.07
H -2.54696 1.51359 -0.15863 0.07
H -1.63729 1.59444 1.37072 0.06
C 2.36076 12.08625 -4.64235 -0.12
C 1.64069 11.54898 -5.88392 -0.26
C 2.06687 10.18404 -6.45423 -0.25
C 2.04746 9.01903 -5.51952 -0.27
C 2.17346 7.66028 -6.22715 -0.23
C 1.89486 6.41940 -5.29088 -0.10
H 3.40666 12.37103 -4.75675 0.07
H 2.17960 11.42650 -3.79381 0.06
H 1.90840 13.00279 -4.26362 0.06
H 0.57467 11.47660 -5.66835 0.10
H 1.78316 12.35288 -6.60611 0.10
H 3.07722 10.26034 -6.85606 0.11
H 1.45137 10.03433 -7.34129 0.11
H 2.81991 9.22414 -4.77835 0.11
H 1.13321 9.06097 -4.92750 0.11
H 1.30310 7.71862 -6.88074 0.10
H 3.08849 7.67277 -6.81932 0.11
H 2.50001 6.36553 -4.38589 0.06
H 0.85985 6.36374 -4.95360 0.07
H 2.26161 5.51902 -5.78375 0.06
C 4.01624 6.94602 1.05248 -0.12
C 4.52439 8.07993 0.12258 -0.24
C 6.10941 8.13747 0.08509 -0.24
C 6.69782 9.21678 -0.78159 -0.23
C 8.17777 9.56051 -0.37664 -0.21
C 9.25104 8.42632 -0.73034 -0.10
H 4.35078 5.93595 0.81598 0.07
H 2.92923 6.88430 1.00056 0.06
H 4.27692 7.20875 2.07773 0.07
H 4.12179 7.89552 -0.87342 0.09
H 4.14013 9.02638 0.50295 0.10
H 6.56894 7.17065 -0.12032 0.10
H 6.36176 8.26915 1.13727 0.11
H 6.48037 9.00749 -1.82898 0.11
H 6.07369 10.09938 -0.64163 0.10
H 8.52530 10.49857 -0.80953 0.09
H 8.19859 9.80587 0.68517 0.09
H 10.29333 8.59955 -0.46253 0.05
H 9.08512 7.41070 -0.37105 0.05
H 9.28992 8.31151 -1.81357 0.06
C 3.73557 -1.90415 -5.48826 -0.10
C 4.41867 -1.05787 -6.55946 -0.29
C 5.04614 -1.67830 -7.73802 -0.25
C 5.62358 -0.79936 -8.84171 -0.26
C 4.95346 0.50081 -8.93679 -0.30
C 5.57531 1.36542 -10.03724 -0.11
H 4.36259 -2.76474 -5.25517 0.07
H 2.77025 -2.29565 -5.80919 0.07
H 3.44744 -1.23756 -4.67539 0.07
H 3.68910 -0.30422 -6.85582 0.10
H 5.22981 -0.46689 -6.13415 0.12
H 4.40597 -2.36756 -8.28868 0.11
H 5.87803 -2.35990 -7.56058 0.11
H 6.69453 -0.66687 -8.68802 0.11
H 5.60099 -1.35555 -9.77887 0.12
H 3.90458 0.35177 -9.19320 0.12
H 5.01051 1.06033 -8.00309 0.11
H 6.53059 1.75301 -9.68324 0.07
H 5.76144 0.80871 -10.95567 0.07
H 4.88754 2.14811 -10.35737 0.07
C 0.27319 -6.74730 10.77048 -0.12
C 0.53816 -7.42622 9.41324 -0.27
C 0.78447 -6.49092 8.14690 -0.18
C 1.15615 -7.33895 6.87951 -0.25
C 0.52634 -6.87580 5.61634 -0.28
C 1.21027 -5.53615 5.24392 -0.11
H -0.01650 -7.29526 11.66709 0.07
H -0.57333 -6.12026 10.49060 0.06
H 1.13569 -6.12067 10.99750 0.07
H 1.46627 -7.97853 9.56049 0.09
H -0.21830 -8.19685 9.26496 0.10
H 1.52256 -5.70983 8.32915 0.10
H -0.17621 -5.99730 8.00017 0.10
H 2.24426 -7.35802 6.81823 0.11
H 0.84973 -8.35788 7.11609 0.10
H 0.68436 -7.63714 4.85248 0.11
H -0.53392 -6.63351 5.68887 0.10
H 2.24288 -5.87734 5.31750 0.06
H 0.90653 -5.27691 4.22970 0.07
H 1.11370 -4.67955 5.91101 0.07
```